Molecular formula: C12H18N5O3S
Method: DFT, ωB97M-V with the def2-TZVPD basis set

## Properties
- SMILES string = CNC(=O)[C@H](C[S-])NC(=O)[C@@H](Cc1cnc[nH]1)NC(C)=O
- gap between HOMO and LUMO (eV) = 5.84
- total charge = -1

Last columns: bonded neighbours and bond lengths (Å).
Atoms and positions in Å:
1 O 3.22994 2.46056 0.78054  C6 1.230
2 O -3.36148 1.15419 0.45212  C7 1.257
3 O -0.35163 0.82047 -2.17593  C8 1.248
4 S -4.08144 -2.82637 -1.73418  C18 1.804
5 N 3.15797 -1.88195 3.00756  C9 1.335, C10 1.484
6 C 2.99038 2.38060 -0.42357  O1 1.230, N15 1.348, C16 1.454
7 C -3.56275 0.05654 -0.12619  O2 1.257, N13 1.380, C20 1.547
8 C -0.15761 0.31527 -1.05117  O3 1.248, N14 1.403, C21 1.539
9 C 3.67331 -0.65112 2.95959  N5 1.335, N12 1.314, H22 1.088
10 C 2.45467 -2.17089 1.73266  N5 1.484, C11 1.354, H23 1.145
11 C 2.61354 -1.01889 1.03968  C10 1.354, N12 1.392, C19 1.525
12 N 3.23534 -0.08200 1.85976  C9 1.314, C11 1.392, H24 0.965
13 N -4.88471 -0.30470 -0.28909  C7 1.380, C17 1.419, H25 0.968
14 N -1.17290 -0.34286 -0.34154  C8 1.403, C20 1.396, H26 0.972
15 N 2.06093 1.60020 -1.00983  C6 1.348, C21 1.515, H27 1.028
16 C 3.64743 3.21576 -1.41543  C6 1.454, H28 1.119, H29 1.094, H30 1.101
17 C -5.75572 -0.00460 0.79068  N13 1.419, H31 1.071, H32 1.059, H33 1.061
18 C -2.54484 -2.33791 -0.92450  S4 1.804, C20 1.612, H34 1.082, H35 1.070
19 C 2.01235 -0.74670 -0.33465  C11 1.525, C21 1.457, H36 1.102, H37 1.082
20 C -2.42592 -0.73363 -0.81717  C7 1.547, N14 1.396, C18 1.612, H38 1.095
21 C 1.23251 0.48117 -0.41245  C8 1.539, N15 1.515, C19 1.457, H39 1.024
22 H 4.13261 -0.03277 3.72810  C9 1.088
23 H 1.79244 -3.05677 1.43736  C10 1.145
24 H 3.36903 0.86588 1.74049  N12 0.965
25 H -4.95612 -1.20663 -0.63336  N13 0.968
26 H -0.78742 -0.84180 0.39796  N14 0.972
27 H 1.96420 1.82131 -2.00907  N15 1.028
28 H 2.97543 4.05536 -1.72342  C16 1.119
29 H 4.08012 2.53255 -2.15253  C16 1.094
30 H 4.41806 3.80376 -0.89304  C16 1.101
31 H -6.46676 -0.80464 0.82909  C17 1.071
32 H -6.15846 0.94958 0.57050  C17 1.059
33 H -5.08113 0.10169 1.60297  C17 1.061
34 H -1.72644 -2.70791 -1.52833  C18 1.082
35 H -2.38002 -2.83993 0.00600  C18 1.070
36 H 1.50782 -1.68373 -0.61919  C19 1.102
37 H 2.86999 -0.83491 -0.98764  C19 1.082
38 H -2.58514 -0.38033 -1.84146  C20 1.095
39 H 1.02245 0.87615 0.50869  C21 1.024

=====

Molecular formula: C12H18NOP
Method: DFT, ωB97M-V with the def2-TZVPD basis set

## Properties
- gap between HOMO and LUMO (spin up / spin down) (eV) = 7.74 / 6.80
- total charge = 0

Last columns: bonded neighbours and bond lengths (Å).
Atoms and positions in Å:
1 C 3.83587 -1.38822 1.02202  C2 1.350, C3 1.352, H16 1.074
2 C 2.62070 -1.75981 1.47925  C1 1.350, C4 1.361, H17 1.117
3 C 4.03934 -1.12887 -0.28929  C1 1.352, C5 1.369, H18 1.103
4 C 1.54160 -1.70292 0.65105  C2 1.361, C6 1.420, H19 1.065
5 C 2.97546 -0.84402 -1.10183  C3 1.369, C6 1.407, H20 1.073
6 C 1.69160 -1.23622 -0.68198  C4 1.420, C5 1.407, P15 1.778
7 C -1.94176 -0.25895 -0.50590  C8 1.328, O14 1.339, H21 1.059
8 C -1.08189 -1.20722 -0.86097  C7 1.328, P15 1.743, H22 1.047
9 C -5.09336 0.31091 -0.40948  C12 1.555, H23 1.092, H24 1.110, H25 1.088
10 C 1.64216 2.37771 -1.01218  N13 1.463, H26 1.116, H27 1.123, H28 1.088
11 C 0.36675 1.52809 0.93662  N13 1.438, H29 1.047, H30 1.236, H31 1.089
12 C -4.02981 0.13146 0.71134  C9 1.555, O14 1.395, H32 1.124, H33 1.133
13 N 0.40920 1.80395 -0.47377  C10 1.463, C11 1.438
14 O -2.94091 -0.63828 0.30100  C7 1.339, C12 1.395
15 P 0.34872 -0.66247 -1.69539  C6 1.778, C8 1.743
16 H 4.55217 -1.54154 1.80698  C1 1.074
17 H 2.43622 -2.07880 2.53398  C2 1.117
18 H 5.09294 -1.05328 -0.60594  C3 1.103
19 H 0.58085 -2.12371 0.83479  C4 1.065
20 H 2.96458 -0.65532 -2.15818  C5 1.073
21 H -1.68542 0.74888 -0.70479  C7 1.059
22 H -1.21436 -2.22210 -0.63841  C8 1.047
23 H -4.79266 1.10420 -1.09731  C9 1.092
24 H -5.03429 -0.59013 -1.05482  C9 1.110
25 H -6.06402 0.49541 0.04717  C9 1.088
26 H 1.86040 3.34526 -0.50099  C10 1.116
27 H 2.56700 1.75461 -1.14690  C10 1.123
28 H 1.49345 2.72381 -2.03268  C10 1.088
29 H -0.45817 1.97317 1.40276  C11 1.047
30 H 0.16128 0.34814 1.24091  C11 1.236
31 H 1.34012 1.68893 1.39885  C11 1.089
32 H -4.43650 -0.43062 1.59605  C12 1.124
33 H -3.74726 1.18799 1.00805  C12 1.133

=====

Molecular formula: C12H18O2S
Method: DFT, ωB97M-V with the def2-TZVPD basis set

## Properties
- gap between HOMO and LUMO (spin up / spin down) (eV) = 6.11 / 6.75
- total charge = 0

Last columns: bonded neighbours and bond lengths (Å).
Atoms and positions in Å:
1 C 1.18589 -0.34566 -0.09487  C2 1.405, C3 1.476, S15 1.767
2 C 0.97308 1.03906 -0.19473  C1 1.405, C9 1.577, O13 1.237
3 C -0.05161 -1.08784 -0.40626  C1 1.476, C10 1.546, O14 1.309
4 C -0.91133 -3.33826 0.47632  O14 1.331, H16 1.014, H17 1.078
5 C -2.77133 1.44341 0.75744  C6 1.553, C7 1.577, H18 1.108, H19 1.121
6 C -3.08801 0.01083 0.24854  C5 1.553, C8 1.517, H20 1.046, H21 1.084
7 C -1.20072 1.55328 0.83835  C5 1.577, C9 1.545, H22 1.126, H23 1.114
8 C -2.47009 -0.26704 -1.10895  C6 1.517, C10 1.521, H24 1.043, H25 0.995
9 C -0.54654 1.28473 -0.53560  C2 1.577, C7 1.545, C10 1.539, H26 1.080
10 C -0.96185 -0.07170 -1.13329  C3 1.546, C8 1.521, C9 1.539, H27 1.194
11 C 3.80968 -0.04649 -1.23660  S15 1.824, H28 1.091, H29 1.065, H30 1.174
12 C 3.45284 0.11562 1.58775  S15 1.848, H31 1.116, H32 1.093, H33 1.121
13 O 1.72841 2.00631 -0.04357  C2 1.237
14 O -0.75881 -2.14452 -0.09331  C3 1.309, C4 1.331
15 S 2.87131 -0.83486 0.11407  C1 1.767, C11 1.824, C12 1.848
16 H -0.08432 -3.75772 0.88541  C4 1.014
17 H -1.84634 -3.77103 0.15984  C4 1.078
18 H -3.20244 2.18859 0.06032  C5 1.108
19 H -3.25748 1.34382 1.76295  C5 1.121
20 H -2.56255 -0.62541 0.89196  C6 1.046
21 H -4.16164 -0.13897 0.25368  C6 1.084
22 H -1.20042 2.66520 1.01590  C7 1.126
23 H -0.82976 0.87576 1.64164  C7 1.114
24 H -2.77805 -1.17507 -1.51837  C8 1.043
25 H -2.77460 0.39996 -1.78088  C8 0.995
26 H -0.57518 2.02083 -1.32582  C9 1.080
27 H -0.73067 -0.09573 -2.30481  C10 1.194
28 H 3.46524 0.94104 -1.54827  C11 1.091
29 H 3.74352 -0.76214 -2.02233  C11 1.065
30 H 4.95131 -0.18794 -1.00132  C11 1.174
31 H 3.38779 1.22145 1.44887  C12 1.116
32 H 4.46183 -0.22501 1.83289  C12 1.093
33 H 2.73287 -0.23454 2.37303  C12 1.121

=====

| no. | electronic energy (eV) |
| --- | --- |
| 1 | -37164.9143 |
| 2 | -25556.9569 |
| 3 | -27659.6302 |